No. 1
ORCA calculation (wB97M-V/def2-TZVPD) on a molecular structure, C17H27B3N4O3.

Summary:
HOMO level   -9.68 eV

CARTESIAN COORDINATES (ANGSTROEM)
H: -1.692 -2.688 5.938
H: -1.067 1.368 -4.941
H: 5.163 1.215 -0.748
C: -0.974 -1.104 -0.008
N: 2.516 2.619 -4.063
N: -0.912 -3.553 2.755
H: -1.856 -2.415 -1.458
H: -3.100 -2.766 0.680
H: -0.652 -0.630 -6.395
H: -0.376 -1.145 0.906
H: -1.877 -0.530 0.205
H: 0.784 -2.568 6.163
C: -0.960 -0.004 4.003
H: 0.160 0.797 -7.029
H: 0.865 -0.581 -3.579
H: -0.394 -0.556 -0.751
B: -2.402 3.105 3.805
H: 0.666 1.594 -4.732
C: -1.735 -0.968 4.631
H: -4.408 2.100 1.559
C: -1.144 -1.099 -3.726
C: 3.416 2.494 -3.366
N: 0.385 0.050 4.100
H: 2.024 -0.856 4.942
N: -1.968 -1.891 -3.794
C: -1.314 -2.501 -0.519
H: 2.165 1.781 -1.059
H: -2.407 -4.279 0.095
O: -1.333 2.443 3.240
H: 3.259 2.690 -0.012
C: -2.163 -3.290 0.484
C: 3.089 1.720 -0.482
C: 0.946 -0.879 4.863
H: 4.790 3.317 -2.042
H: 2.935 0.987 0.309
H: -2.804 -0.970 4.481
C: 4.268 1.321 -1.362
C: -0.100 -0.077 -3.662
B: -1.662 1.089 3.143
C: -1.454 -3.455 1.751
C: 4.560 2.341 -2.471
H: -2.259 4.119 4.398
H: 5.417 2.027 -3.067
C: 0.135 0.099 -6.192
H: 1.090 -0.430 -6.169
O: -3.641 2.507 3.635
C: -0.111 0.844 -4.886
B: -3.676 1.793 2.440
O: -2.739 0.797 2.304
H: -0.254 0.503 -2.752
H: -0.391 -3.045 -0.728
C: -1.127 -1.925 5.428
H: 4.074 0.345 -1.813
C: 0.246 -1.862 5.551



No. 2
ORCA calculation (wB97M-V/def2-TZVPD) on 2 unconnected molecules or ions with the total composition C17H27ClN5O4S2.

Summary:
Charge   -1
HOMO level   -2.69 eV

CARTESIAN COORDINATES (ANGSTROEM)
N: -8.215 1.142 1.410
C: -1.925 -2.530 -0.829
C: -3.993 -1.231 0.373
H: 3.350 -1.542 -2.079
N: 2.588 -2.868 1.444
N: -7.496 0.067 1.915
H: 1.481 -0.940 1.621
O: 1.513 3.812 2.281
H: -1.561 -2.725 -1.916
S: -5.657 -2.029 0.795
H: 2.313 0.988 -2.303
H: 4.166 0.747 -2.300
H: -2.058 -3.551 -0.291
C: 3.222 0.655 -1.661
C: 0.676 -2.087 -0.172
C: 1.276 -1.006 -1.212
O: 1.871 1.421 2.509
C: -7.926 1.115 -0.006
C: 1.348 -2.051 1.292
Cl: -0.870 2.239 1.607
C: 3.596 -2.145 2.313
H: -1.046 -0.553 -0.279
H: 2.649 5.306 0.356
H: 0.882 0.062 -0.983
C: -3.398 -1.870 -0.983
H: 3.496 0.937 0.573
S: 1.235 2.465 1.620
H: 3.179 -1.846 3.336
H: 3.089 -3.015 0.555
C: 1.901 2.473 -0.143
C: -6.805 -0.582 0.838
N: 0.725 -4.647 -1.386
H: -4.101 -0.095 0.181
C: 2.652 6.159 -0.356
C: 0.811 -3.557 -0.853
O: 2.803 5.870 -1.649
H: -3.293 -1.058 -1.809
H: -3.314 -1.375 1.300
C: 3.236 1.594 -0.330
O: -7.069 0.041 -0.428
C: 2.883 -0.897 -1.237
H: -1.197 -1.688 1.160
H: 1.051 2.226 -0.878
H: 4.490 -2.864 2.474
H: 0.581 -2.486 2.052
N: 0.547 -1.500 -3.904
H: 3.395 -1.048 -0.224
C: 0.809 -1.301 -2.736
H: 4.025 -1.198 1.824
H: -4.102 -2.701 -1.373
C: -0.893 -1.659 0.047
H: 3.415 6.817 0.112
H: 2.178 3.593 -0.356
H: 1.718 6.682 -0.058
H: 4.100 2.353 -0.495
H: -8.332 1.876 -0.757



No. 3
ORCA calculation (wB97M-V/def2-TZVPD) on 2 unconnected molecules or ions with the total composition C17H27F9N4O6PS3.

Summary:
Charge   -1
HOMO level   -2.98 eV

CARTESIAN COORDINATES (ANGSTROEM)
H: 2.547 -2.598 -3.620
H: -2.693 -0.296 2.061
H: 3.377 -0.954 -3.619
C: 2.323 -1.453 -3.683
H: 2.005 -0.072 5.646
N: 1.232 -0.480 0.555
H: -2.287 3.557 2.069
C: 1.684 -1.154 -5.102
H: 2.989 1.616 3.702
H: -1.854 1.686 -1.317
C: 1.528 -1.050 -2.357
F: 2.716 -0.423 -5.861
C: 1.599 -2.287 -1.323
P: -0.694 1.652 -0.458
C: 3.634 -0.637 0.795
C: 1.179 -0.289 4.860
C: 2.466 1.374 1.467
H: 0.423 -0.764 -2.474
F: 1.604 -2.430 -5.822
H: 4.695 -2.619 1.007
H: -4.100 3.427 2.513
H: 2.072 -0.142 -1.875
O: -2.522 -2.878 4.925
C: 0.379 -0.243 -5.212
N: -0.961 0.645 1.012
O: 2.713 2.133 0.452
H: 2.700 -2.673 -1.277
F: -1.954 0.210 -5.949
C: -2.212 0.755 1.882
H: -3.517 1.525 0.088
O: 4.165 -0.337 -0.321
S: -3.570 -1.851 4.745
H: -1.904 1.272 2.867
C: 4.421 -1.739 1.717
C: -0.016 -0.267 1.393
O: -4.876 -2.396 5.160
F: 0.389 0.279 -6.583
H: 2.657 3.257 2.832
H: -4.380 1.272 1.700
C: -3.385 1.662 1.227
F: -0.706 -2.342 -4.105
H: 0.050 -2.243 0.291
H: 1.722 -2.634 0.960
O: -3.633 -1.461 3.317
H: 1.234 2.147 3.238
C: -3.319 3.243 1.675
F: -1.710 -0.137 -3.650
H: -3.003 4.389 -0.350
H: -0.202 -2.027 2.558
S: -0.263 3.525 -0.003
H: 0.971 -3.164 -1.772
C: -3.834 4.088 0.386
H: 0.398 1.193 -1.260
C: 2.350 2.153 2.890
H: 3.619 -2.181 2.444
H: 5.322 -1.298 2.275
H: -4.591 3.434 -0.219
N: -0.313 -1.005 2.644
N: 2.338 -0.138 1.338
S: -1.282 -1.069 -5.025
C: 0.361 -0.444 3.826
C: 1.176 -1.936 0.197
H: -4.405 5.023 0.735
F: -2.828 -1.772 -4.883
F: 0.372 0.944 -4.395
O: -3.244 -0.662 5.559
F: -1.151 -1.917 -6.493



No. 4
ORCA calculation (wB97M-V/def2-TZVPD) on a molecular structure, C17H27GeIN4O3PdS.

Summary:
2S+1   3
HOMO level (spin up / spin down)   -7.09 / -8.48 eV

CARTESIAN COORDINATES (ANGSTROEM)
S: 0.943 -2.419 3.992
H: -4.766 -1.777 -0.630
H: 5.739 -0.946 -1.854
H: 2.990 -0.093 0.248
N: 0.440 -2.674 1.510
C: 0.495 4.873 -0.383
N: 3.837 -0.385 -0.230
C: -4.504 -1.105 -1.452
H: 0.929 2.348 -3.278
C: 5.048 -1.788 -1.807
C: 0.923 1.147 -0.881
C: -1.875 -2.169 4.317
H: -2.922 0.318 -3.699
O: 1.010 0.771 0.333
H: 0.358 5.576 0.427
C: 0.631 3.515 -0.123
H: -2.969 -0.516 5.206
H: -1.618 0.213 0.929
H: -5.161 -0.231 -1.411
Ge: -2.630 -0.528 -1.316
C: 3.823 -1.500 -0.979
C: 0.795 2.613 -1.166
H: -2.458 1.570 0.175
H: -1.693 -2.655 5.278
C: -2.257 0.594 -2.876
H: 2.872 -2.694 0.958
H: -2.359 -0.189 3.573
H: -4.679 -1.626 -2.398
H: -1.251 -0.179 4.949
C: 0.820 3.070 -2.478
N: 2.733 -2.745 1.965
H: -1.722 -2.855 -0.601
H: 0.603 3.142 0.893
H: 4.731 -2.060 -2.811
C: -0.711 -2.411 3.406
C: 1.443 -2.603 2.348
H: -1.081 -2.407 -2.229
H: 3.442 -2.322 2.535
C: 0.692 4.424 -2.753
H: -1.221 0.464 -3.190
C: -2.507 0.495 0.367
O: 0.929 0.331 -1.836
H: 4.562 0.298 -0.352
H: -2.744 -2.643 3.863
N: -0.794 -2.564 2.137
I: 0.331 7.356 -2.104
Pd: 0.471 -1.406 -0.351
H: 0.709 4.782 -3.774
O: 2.878 -2.296 -0.972
H: -2.417 1.650 -2.642
C: -2.130 -0.670 4.525
H: 5.562 -2.649 -1.378
C: -1.415 -2.044 -1.258
C: 0.531 5.312 -1.699
H: -3.388 0.293 0.981



No. 5
ORCA calculation (wB97M-V/def2-TZVPD) on a molecular structure, C17H27N2OP2PtS2.

Summary:
Charge   -1
2S+1   5
HOMO level (spin up / spin down)   -3.12 / -3.46 eV

CARTESIAN COORDINATES (ANGSTROEM)
C: 3.334 -0.217 0.024
H: -4.003 3.535 -0.045
H: 3.584 -0.916 -2.854
H: 3.800 -0.287 2.152
N: -1.490 -1.141 -0.618
H: -1.578 -2.588 -5.652
C: -2.050 -3.135 -3.620
H: 1.507 -1.057 4.034
H: -2.953 4.715 0.748
C: 2.976 -0.543 1.478
C: 2.770 -0.197 -2.723
C: -1.579 -2.279 -4.614
C: -2.162 2.693 0.687
C: 1.886 2.071 1.938
P: 1.440 0.298 2.043
C: -1.539 -1.489 -1.891
S: -0.868 2.131 -0.257
H: -3.771 2.373 3.658
H: -0.798 -0.328 -5.023
H: 0.686 0.481 4.327
N: 0.147 -2.272 2.070
P: 1.870 -0.403 -1.106
C: -1.094 -0.618 -2.929
H: 1.115 2.635 2.464
C: -0.587 -2.913 2.763
C: -1.127 -1.015 -4.250
C: 1.768 -2.242 -1.110
H: 2.764 -1.610 1.587
H: -3.544 3.900 2.786
H: -2.438 -3.411 -1.526
H: 2.756 -2.696 -1.223
H: 1.129 -2.549 -1.939
C: -2.053 -2.755 -2.296
H: 2.038 -0.329 -3.520
H: 3.167 0.818 -2.785
H: -2.429 -4.113 -3.897
H: 3.684 0.818 -0.052
C: -2.961 3.836 0.097
H: -4.619 2.668 2.130
H: -0.766 0.376 -2.650
Pt: -0.421 -0.402 0.792
H: 4.142 -0.866 -0.329
H: -2.546 4.110 -0.868
O: -1.302 -3.572 3.463
H: 1.298 -2.571 -0.183
C: -3.682 2.821 2.673
C: 1.544 0.014 3.844
C: -2.523 2.193 1.932
H: 2.468 0.439 4.242
H: 2.864 2.277 2.379
S: -1.722 0.935 2.756
H: 1.869 2.378 0.892



No. 6
ORCA calculation (wB97M-V/def2-TZVPD) on C17H27N3O3S in the gas phase.

Summary:
SMILES   CC(C)CCOC[C@H](O)CCC(=O)NNC(=S)Nc1ccccc1
HOMO level   -8.05 eV

CARTESIAN COORDINATES (ANGSTROEM)
S: 2.466 1.059 2.533
H: -1.547 -3.301 -1.006
C: 6.230 -0.935 -0.942
H: -1.819 -1.568 -1.164
H: -2.705 -2.335 1.484
H: -1.436 2.212 -2.226
C: -0.674 2.532 -0.230
H: -0.798 2.058 0.748
H: -1.189 4.429 -1.129
H: 1.893 -1.797 0.494
H: 0.979 3.119 -1.494
C: 5.746 0.227 -0.366
H: 7.219 -0.957 -1.373
C: -1.387 1.670 -1.280
H: -4.827 0.468 0.429
O: -2.762 0.542 0.332
N: 0.483 -0.444 1.895
O: -5.359 -2.058 0.401
H: 1.346 3.142 0.233
C: -1.706 -2.380 -0.445
C: -4.102 -1.533 0.044
C: -3.946 -0.135 0.684
C: -2.964 -2.495 0.434
H: -3.910 -0.248 1.774
H: -3.242 0.643 -1.684
C: 0.818 2.604 -0.550
H: -2.309 3.913 0.136
H: 6.356 1.118 -0.352
O: 0.501 -2.901 0.379
N: -0.473 -0.945 1.000
H: -3.447 2.146 -0.762
H: -3.365 -3.507 0.348
H: -5.382 -2.204 1.354
H: 3.545 -2.923 -0.425
H: -4.147 -1.441 -1.046
C: 3.688 -0.876 0.188
H: -1.266 -0.324 0.816
H: 5.799 -2.979 -1.417
N: 2.393 -0.923 0.700
H: 1.252 1.610 -0.625
H: -0.803 0.761 -1.447
H: -0.720 4.533 0.568
H: 4.117 1.178 0.637
C: -1.263 3.937 -0.161
C: 1.797 -0.142 1.618
C: 4.170 -2.042 -0.409
C: -2.807 1.265 -0.891
C: 4.482 0.267 0.194
C: 5.433 -2.069 -0.964
C: -0.442 -2.127 0.359
H: 0.084 0.155 2.607



No. 7
ORCA calculation (wB97M-V/def2-TZVPD) on a molecular structure, C17H27N5O3PPtS2.

Summary:
Charge   +1
HOMO level   -10.78 eV

CARTESIAN COORDINATES (ANGSTROEM)
C: -1.189 0.844 4.195
Pt: 0.662 -0.330 -0.538
H: 0.516 -0.156 3.389
N: -3.159 1.208 -7.401
H: 4.410 -2.877 -1.394
H: -4.160 1.193 2.432
H: -3.244 3.377 3.451
H: 3.688 -0.652 3.359
O: 3.771 -1.399 -0.147
S: 1.797 -0.008 -2.433
H: 2.946 -2.249 3.661
C: -1.743 0.517 -4.312
C: -0.267 0.512 3.016
H: 2.641 -2.684 -1.352
N: -2.363 2.879 3.378
C: 0.022 0.784 -5.934
H: 4.386 2.405 0.639
S: -1.330 -0.060 -1.681
H: -1.402 -0.086 4.726
H: 3.491 -3.455 0.019
N: 0.821 1.272 -8.343
H: 2.013 0.550 -5.198
H: -1.309 1.639 0.158
C: -0.799 0.279 -3.316
H: -0.429 -0.537 1.091
C: -1.064 -0.260 1.971
H: -1.706 3.377 3.968
C: 3.951 1.585 0.078
H: 3.180 1.952 -0.599
O: 3.370 0.690 1.055
P: 2.602 -0.617 0.575
H: -3.153 1.448 4.736
N: -2.076 1.736 0.834
H: 4.209 -2.072 2.418
H: -2.862 -0.203 0.798
C: -2.343 1.021 -6.616
N: 0.284 1.732 2.420
C: 0.961 0.542 -4.946
C: 3.366 -1.589 2.910
H: 1.035 1.507 1.774
H: -1.861 2.443 1.576
H: -0.654 1.480 4.906
C: 0.552 0.291 -3.639
C: -2.349 0.425 1.525
C: 0.462 1.049 -7.275
H: -2.798 0.501 -4.073
O: 2.306 -1.335 1.955
H: 0.702 2.312 3.140
H: 4.724 1.067 -0.486
H: -1.341 -1.238 2.370
C: -2.532 1.485 3.837
C: -3.243 0.684 2.739
C: -1.345 0.770 -5.614
C: 3.552 -2.693 -0.756
H: -3.550 -0.286 3.136
H: -2.897 2.025 0.305



No. 8
ORCA calculation (wB97M-V/def2-TZVPD) on a molecular structure, C17H28BFeN5O6P2.

Summary:
Charge   +1
2S+1   6
HOMO level (spin up / spin down)   -11.51 / -11.50 eV

CARTESIAN COORDINATES (ANGSTROEM)
H: 3.353 -0.475 3.990
C: 0.647 1.116 -2.731
N: 1.131 1.007 -1.478
O: 1.038 -1.740 -1.057
C: -1.202 -3.322 -0.888
H: -3.175 -0.672 1.851
C: 2.998 -0.186 3.018
C: -2.233 3.018 -1.485
C: 3.713 0.432 1.999
O: -1.409 -0.572 -1.200
H: -3.454 0.516 3.125
C: -1.689 2.511 -0.182
O: -0.267 -1.859 1.066
H: 1.906 3.512 1.427
H: -2.952 -3.468 0.182
C: 1.734 -0.356 2.487
C: 1.198 3.224 2.203
H: -2.142 -4.974 0.066
H: -2.039 -0.529 3.207
H: -3.055 3.713 -1.301
B: 3.419 1.398 -0.316
C: -1.904 1.055 1.756
H: 0.954 4.115 2.784
P: 0.306 -2.637 -0.103
H: 3.483 2.570 -0.036
H: -3.250 1.064 0.094
C: -0.045 2.629 1.611
H: -1.867 -4.639 -2.485
C: -2.356 1.506 0.516
H: -0.394 1.308 3.257
C: 2.801 1.495 -2.789
O: -2.479 -2.060 -2.907
C: -0.940 -4.309 -2.014
H: -0.339 -3.825 -2.782
H: -0.389 -5.176 -1.645
N: 1.685 0.135 1.237
H: -1.628 -3.804 1.140
H: 4.478 0.932 -0.638
H: -2.476 -1.260 -3.446
N: -2.029 -3.973 0.215
C: -2.682 0.027 2.527
H: 1.617 1.600 -4.660
H: 1.689 2.515 2.870
H: -2.631 2.201 -2.089
H: 0.867 -0.824 2.919
O: -3.469 -1.986 -0.524
H: 3.826 1.727 -3.024
H: -1.474 3.548 -2.059
C: 1.672 1.436 -3.599
C: -0.750 1.636 2.287
Fe: 0.087 0.021 -0.060
P: -2.248 -1.832 -1.352
C: -0.525 3.048 0.371
H: 2.025 -3.963 0.010
N: 2.453 1.228 -1.532
H: 4.739 0.758 1.956
N: 2.917 0.614 0.948
H: -0.396 0.934 -2.923
O: 1.128 -3.906 0.368
H: 0.027 3.798 -0.183



Quick rundown of E_tot, same order as above: -32205.0201; -67890.9114; -102548.1805; -109101.2567; -66589.7478; -39515.1368; -65863.4377; -91462.3174 eV
Quick rundown of F_max, same order as above: 0.92; 7.19; 6.97; 0.63; 2.10; 0.87; 0.19; 0.55 eV/A